{"formula": "CH5NO3S", "method": "ωB97M-V/def2-TZVPD", "species": ["C", "N", "O", "O", "O", "S", "H", "H", "H", "H", "H"], "positions_angstrom": [[-2.786, -0.425, -1.222], [2.812, -1.272, 0.059], [0.577, -0.866, 1.616], [1.306, 0.674, -0.372], [-1.653, -0.613, -0.903], [1.171, -0.731, -0.022], [-3.490, 0.217, -0.781], [-3.102, -0.669, -2.270], [3.335, -0.575, 0.673], [2.756, -2.188, 0.493], [-0.343, -0.762, 1.911]], "forces_ev_per_a": [[0.8, 0.2, -3.3], [-1.1, 1.7, 1.8], [1.9, 0.0, -0.2], [-0.1, -0.3, 0.6], [0.2, -0.4, 1.0], [-0.6, -0.1, -0.3], [-1.1, 0.8, 1.8], [0.0, -0.6, 0.5], [-0.6, -1.3, -0.9], [0.5, -0.1, 0.2], [0.2, 0.2, -1.2]], "nbo_charge": [0.295, -1.004, -0.982, -0.925, -0.495, 1.630, 0.110, 0.090, 0.389, 0.378, 0.514], "multiplicity": 1, "e_lumo_ev": 0.58, "homo_energy_ev": -9.48, "molar_mass_da": 111.1, "energy_ev": -19583.6146, "fmax_ev_per_a": 3.392}

{"formula": "C5H11N", "method": "ωB97M-V/def2-TZVPD", "species": ["C", "C", "C", "C", "C", "N", "H", "H", "H", "H", "H", "H", "H", "H", "H", "H", "H"], "positions_angstrom": [[0.209, 0.316, -0.021], [0.160, -0.360, 1.345], [0.857, -0.931, -0.611], [-0.013, -1.610, 0.463], [0.583, 1.728, -0.291], [-1.594, 0.147, -0.612], [-2.301, 0.646, -0.080], [-1.814, -0.124, -1.566], [-0.678, -0.081, 1.999], [1.095, -0.224, 1.933], [0.630, -1.149, -1.664], [1.965, -0.936, -0.508], [0.203, -2.611, 0.832], [-1.439, -1.068, -0.181], [-0.041, 2.434, 0.261], [1.618, 1.857, 0.058], [0.559, 1.964, -1.357]], "forces_ev_per_a": [[-1.5, 0.9, -0.9], [-1.1, -0.1, -0.3], [-1.0, -0.1, -0.5], [-0.8, -1.3, 0.1], [0.3, 0.3, 0.0], [2.2, -1.2, 1.3], [0.2, 0.1, -0.5], [0.1, 0.9, 0.0], [0.1, 0.0, -0.1], [-0.2, 0.0, -0.6], [0.1, 0.1, 0.1], [-0.5, 0.2, 0.3], [0.2, 0.0, 0.1], [2.0, 0.1, 1.1], [0.0, -0.1, -0.1], [-0.2, 0.0, -0.1], [-0.1, 0.0, 0.1]], "nbo_charge": [0.364, -0.496, -0.494, -0.563, -0.671, -0.961, 0.391, 0.394, 0.196, 0.211, 0.195, 0.207, 0.186, 0.370, 0.219, 0.230, 0.222], "multiplicity": 1, "e_lumo_ev": 0.88, "homo_energy_ev": -6.61, "molar_mass_da": 85.1, "energy_ev": -6848.6900, "fmax_ev_per_a": 2.794}

multiplicity of number 2 (C5H11N)? 1

What is the formula in the first record? CH5NO3S

Which formula does entry 1 have? CH5NO3S